1.
Density functional theory data (ωB97M-V/def2-TZVPD) for a cluster of 12 separate species, C17H25Cl36O4P2 in total in a non-equilibrium geometry.

Geometry as XYZ:
```
84
Properties=species:S:1:pos:R:3:mulliken_charge:R:1
C 0.1993 1.3012 1.3789 -1.04
C -0.0606 -0.1111 1.5857 -0.31
O -0.8233 -0.4702 2.2443 -0.12
O 0.6796 -1.0090 0.8665 0.38
C 2.0108 -1.1512 1.3144 -0.98
C 2.8058 -1.9126 0.3102 -0.55
C 3.6419 -1.0736 -0.6143 -0.78
P 2.6529 0.2907 -1.1464 0.97
P 3.3490 1.3061 -3.0279 0.04
O 2.3591 2.5167 -2.9578 -0.34
O 2.7559 0.4023 -4.1815 -0.20
H 0.7750 1.6787 2.1690 0.59
H -0.7126 1.8029 1.3177 0.36
H 0.7149 1.4712 0.4764 0.04
H 1.9990 -1.7358 2.1823 0.55
H 2.4519 -0.2279 1.5927 0.49
H 3.4091 -2.5946 0.8171 0.62
H 2.1098 -2.3907 -0.2927 -0.05
H 3.9197 -1.6314 -1.4667 0.42
H 4.5230 -0.7555 -0.1595 0.41
H 2.6659 1.2604 -0.1587 -0.12
H 1.3408 -0.1272 -1.2960 0.08
H 1.5498 2.1983 -2.5433 0.19
H 1.7943 0.3955 -4.1531 0.34
C -0.1989 -4.5005 -2.1633 -0.15
Cl -0.3555 -3.5420 -3.6366 -0.11
Cl 1.3223 -5.3870 -2.1819 -0.10
Cl -0.3143 -3.5015 -0.7157 -0.01
H -1.0069 -5.2147 -2.1409 0.36
C 4.7517 -2.9935 -5.9111 0.14
Cl 4.8006 -3.6702 -4.2705 -0.13
Cl 6.2603 -3.3175 -6.7530 -0.12
Cl 3.3758 -3.6189 -6.7998 -0.06
H 4.6363 -1.9304 -5.8202 0.16
C -1.7443 -3.4729 3.4770 0.62
Cl -2.1926 -5.0209 2.7563 -0.14
Cl -2.8308 -3.0486 4.7935 -0.12
Cl -0.0701 -3.5070 4.0342 -0.16
H -1.8256 -2.7101 2.7177 -0.22
C -1.6926 1.3824 -1.7152 -0.60
Cl -2.1444 -0.0535 -0.8109 -0.04
Cl -1.0670 2.6444 -0.6817 0.04
Cl -0.4719 0.9529 -2.9450 -0.10
H -2.5698 1.7517 -2.2278 0.69
C 2.0349 5.3612 0.5582 -0.14
Cl 1.0514 6.1746 1.7604 -0.07
Cl 2.3502 3.6834 1.0488 -0.10
Cl 1.2769 5.4182 -1.0315 -0.09
H 2.9837 5.8695 0.4944 0.43
C -6.0577 1.7176 0.3595 -0.24
Cl -6.5238 2.7828 1.6747 -0.05
Cl -7.1677 1.8473 -0.9983 -0.10
Cl -4.4105 2.0885 -0.1591 0.08
H -6.0914 0.7027 0.7228 0.34
C -5.3140 6.0049 -1.4120 -0.13
Cl -5.7269 4.9602 -2.7682 -0.11
Cl -6.4011 5.7375 -0.0500 -0.08
Cl -3.6276 5.7594 -0.9326 -0.07
H -5.4218 7.0285 -1.7327 0.38
C 0.6719 -6.6034 -7.7412 -0.07
Cl 0.5985 -5.7258 -9.2654 -0.11
Cl 2.1341 -7.5777 -7.6481 -0.11
Cl 0.5822 -5.4854 -6.3768 -0.03
H -0.1785 -7.2642 -7.6903 0.33
C -2.7713 -0.1104 7.8130 0.26
Cl -1.0303 -0.2721 7.5965 -0.17
Cl -3.2314 -0.4504 9.4764 -0.18
Cl -3.3159 1.4944 7.3264 0.06
H -3.2545 -0.8342 7.1762 0.00
C -2.2460 3.6583 3.4385 -0.15
Cl -2.7621 4.5168 1.9908 0.02
Cl -2.6879 1.9510 3.3469 0.03
Cl -0.5091 3.8283 3.7067 -0.13
H -2.7592 4.0910 4.2805 0.24
C -4.9825 3.0843 6.4836 -0.17
Cl -5.5016 3.9363 5.0252 -0.05
Cl -5.4225 1.3843 6.3952 -0.16
Cl -3.2450 3.2672 6.7403 -0.08
H -5.4908 3.5221 7.3277 0.48
C 7.8420 -3.1076 -2.2422 0.21
Cl 9.5718 -3.3118 -2.4057 -0.11
Cl 7.3269 -3.3958 -0.5744 -0.13
Cl 7.3466 -1.4960 -2.7804 -0.12
H 7.3513 -3.8319 -2.8747 0.15
```

Properties
Total charge: +1
Orbital gap in eV: 7.076
HOMO energy in eV: -9.93
Total energy in eV: -495593.6645

=====

2.
Density functional theory data (ωB97M-V/def2-TZVPD) for a cluster of 3 separate species, C17H25ClFO8P in total.

Geometry as XYZ:
```
53
Properties=species:S:1:pos:R:3:mulliken_charge:R:1
C 1.7150 -2.6552 2.8930 -0.95
C 0.2606 -2.6608 3.3698 -0.86
C -0.6086 -1.6594 2.6303 1.56
F -1.9281 -2.0611 2.7179 -0.37
C -0.4841 -0.2261 3.0799 0.10
C 0.3535 0.2049 4.0155 -0.07
C 0.4031 1.6588 4.3485 -0.18
O 0.5823 2.0318 5.4838 -0.57
C 0.1700 2.6181 3.2176 0.06
P 0.8947 4.3023 3.2479 0.10
C 2.4615 4.0073 4.1697 -1.12
C 1.6054 4.3826 1.5424 -1.09
C -0.7044 2.1864 2.3014 0.50
Cl -1.2878 3.1691 1.0178 -0.16
C -1.3268 0.8145 2.3824 -0.13
O -2.4175 0.5868 1.9312 -0.53
H 2.2911 -1.8260 3.3075 0.28
H 1.7723 -2.5855 1.8033 0.22
H 2.2138 -3.5786 3.1886 0.38
H 0.2046 -2.4794 4.4458 0.42
H -0.1791 -3.6408 3.1766 0.35
H -0.3264 -1.6857 1.5705 -0.58
H 0.9763 -0.4533 4.6099 0.47
H 2.2523 3.6681 5.1805 0.34
H 2.9777 4.9675 4.2268 0.38
H 3.1093 3.2853 3.6666 0.34
H 1.0088 5.0349 0.9076 0.29
H 1.6964 3.4038 1.0703 0.39
H 2.6066 4.8067 1.6404 0.38
C 4.0400 -2.3426 -3.4459 -0.64
O 3.1883 -2.2039 -2.3033 -0.31
C 1.8920 -2.3794 -2.5628 0.72
O 1.4181 -2.6345 -3.6389 -0.55
O 1.2145 -2.2264 -1.4261 -0.20
C -0.2042 -2.3848 -1.5564 -0.41
H 5.0477 -2.1743 -3.0792 0.21
H 3.9519 -3.3415 -3.8688 0.29
H 3.7840 -1.6054 -4.2044 0.30
H -0.4504 -3.3864 -1.9029 0.31
H -0.6193 -1.6451 -2.2384 0.33
H -0.6100 -2.2279 -0.5616 -0.03
C -4.4007 1.9848 -3.3967 -0.61
O -4.2669 1.3932 -4.6947 -0.32
C -3.5845 0.2499 -4.7060 0.81
O -3.0951 -0.2862 -3.7451 -0.53
O -3.5324 -0.2002 -5.9580 -0.32
C -2.8150 -1.4312 -6.1106 -0.59
H -4.9722 2.8947 -3.5505 0.21
H -4.9292 1.3134 -2.7230 0.29
H -3.4223 2.2165 -2.9801 0.29
H -3.2871 -2.2216 -5.5303 0.28
H -1.7816 -1.3154 -5.7892 0.28
H -2.8586 -1.6623 -7.1702 0.21
```

Properties
Orbital gap in eV: 7.595
SMILES: CC[C@@H](F)C1=CC(=O)C(P(C)C)=C(Cl)C1=O.COC(=O)OC.COC(=O)OC
HOMO energy in eV: -8.82
Total energy in eV: -58942.1538

=====

3.
Density functional theory data (ωB97M-V/def2-TZVPD) for an isolated molecule of C17H25ClN2O2.

Geometry as XYZ:
```
47
Properties=species:S:1:pos:R:3:mulliken_charge:R:1
C -0.1184 3.7800 3.4629 -1.32
C 1.1788 3.0399 3.5550 0.93
C 2.3662 3.6943 3.8220 -0.77
C 3.5553 2.9857 3.9069 0.20
Cl 5.0294 3.8291 4.2403 -0.23
C 3.5708 1.6171 3.7269 -0.95
C 2.3865 0.9498 3.4570 -0.53
C 1.1886 1.6464 3.3688 0.79
O -0.0338 1.0899 3.1271 -0.41
C -0.1421 -0.2911 2.8641 -0.98
C 0.2705 -0.6516 1.4339 0.05
C 0.0334 -2.1349 1.1462 -0.88
C 0.5139 -2.4735 -0.2596 0.49
O 1.5670 -3.0301 -0.4811 -0.68
N -0.3359 -2.0770 -1.2300 0.06
C -0.0455 -2.2165 -2.6420 -0.43
C -1.2189 -2.8550 -3.3868 -0.94
C -2.3983 -1.8924 -3.5037 -0.65
N -1.9892 -0.6689 -4.1644 -0.10
C -3.1143 0.1926 -4.4483 -1.09
C -0.9650 0.0117 -3.3961 -0.65
C 0.2794 -0.8640 -3.2842 -0.93
H 0.0298 4.8443 3.6199 0.40
H -0.5701 3.6206 2.4852 0.28
H -0.8164 3.4009 4.2074 0.30
H 2.3687 4.7637 3.9661 0.36
H 4.4964 1.0679 3.7929 0.41
H 2.4237 -0.1190 3.3213 0.36
H -1.2046 -0.5127 3.0066 0.40
H 0.4296 -0.8786 3.5924 0.39
H 1.3257 -0.4170 1.2825 0.32
H -0.3065 -0.0315 0.7435 0.15
H 0.6032 -2.7416 1.8507 0.41
H -1.0262 -2.3762 1.2524 0.33
H -1.1833 -1.5941 -0.9800 0.27
H 0.8337 -2.8676 -2.6909 0.43
H -0.8860 -3.1180 -4.3907 0.39
H -1.5349 -3.7658 -2.8760 0.39
H -2.8265 -1.6874 -2.5019 0.30
H -3.1839 -2.3578 -4.1046 0.47
H -3.8224 -0.3417 -5.0800 0.34
H -3.6397 0.5265 -3.5382 0.37
H -2.7636 1.0716 -4.9869 0.34
H -1.3305 0.2867 -2.3867 0.29
H -0.7087 0.9385 -3.9156 0.48
H 0.6708 -1.0428 -4.2856 0.39
H 1.0437 -0.3507 -2.6990 0.42
```

Properties
Energy relative to the best compared isomer or geometry (same formula, charge and spin) in eV: 0.680
Orbital gap in eV: 8.937
SMILES: Cc1cc(Cl)ccc1OCCCC(=O)NC1CCN(C)CC1
HOMO energy in eV: -8.36
Total energy in eV: -37633.1117

=====

4.
Density functional theory data (ωB97M-V/def2-TZVPD) for an isolated molecule of C17H25ClN2O3 in a non-equilibrium geometry.

Geometry as XYZ:
```
48
Properties=species:S:1:pos:R:3:mulliken_charge:R:1
C 1.6715 3.9476 -1.5218 -1.33
C 2.0017 2.4405 -1.3703 -0.38
C 0.9357 1.6170 -1.0931 -0.73
C 1.5825 0.2186 -0.7849 0.91
O 2.3503 0.0430 0.2369 -0.65
C 1.9534 -0.5741 -2.1858 -1.31
C 2.3554 -2.0465 -1.9345 0.73
C 3.0930 -2.5678 -3.0000 -1.28
C 0.1565 -0.5592 -0.4842 -0.25
O -0.9500 -0.8160 -1.2992 -0.67
N 0.1025 -1.0807 0.8436 -0.18
N -1.1540 -1.5222 1.2946 0.48
C -1.2198 -2.9741 1.4859 0.55
O -2.3603 -3.4267 2.0132 -0.65
C -0.2052 -3.8218 0.8793 -0.82
Cl -0.7226 -3.6988 -0.9628 -0.15
C -2.0591 -0.7202 2.0110 -0.10
C -2.3179 -0.7391 3.3254 0.01
C -3.2449 0.2353 3.9469 -1.02
C -3.6609 1.2344 3.1553 -0.33
C -3.2006 1.5736 1.7675 0.04
C -3.4850 2.8518 1.1120 -1.67
C -2.3499 0.5483 1.3404 0.71
H 0.7933 4.0301 -2.3123 0.26
H 2.4569 4.7218 -1.7947 0.37
H 1.1446 4.4593 -0.5889 0.26
H 2.9270 2.4125 -0.7868 0.25
H 2.5001 2.2757 -2.3021 0.29
H 0.4051 2.1360 -0.3108 0.23
H 0.3400 1.6622 -1.9150 0.65
H 3.1748 0.5186 0.0072 0.56
H 3.0613 0.0134 -2.3159 0.26
H 1.3297 -0.3255 -2.8472 0.84
H 3.0015 -2.1764 -0.8865 0.11
H 1.3925 -2.5676 -1.7580 -0.38
H 2.5437 -2.7717 -3.9241 0.35
H 3.3621 -3.7669 -2.9640 0.29
H 3.9811 -1.8964 -3.2854 0.30
H 1.0444 -0.8792 1.4629 0.28
H -0.6261 -4.9241 1.0309 0.31
H 0.5831 -3.3912 0.9331 0.56
H -2.1391 -1.5766 4.0022 0.30
H -3.5034 -0.1004 4.8805 0.45
H -4.2223 2.0383 3.6448 0.29
H -4.6308 2.6710 1.1193 0.32
H -3.2956 3.6760 1.5491 0.43
H -2.9219 2.7560 0.3356 0.45
H -1.9744 0.8421 0.2506 0.04
```

Properties
Energy relative to the best compared isomer or geometry (same formula, charge and spin) in eV: 11.777
Orbital gap in eV: 8.621
SMILES: CCCC(O)(CCC)C(=O)NN(C(=O)CCl)c1cccc(C)c1
HOMO energy in eV: -8.64
Total energy in eV: -39668.7201